(1)
26
Properties=species:S:1:pos:R:3:nbo_charge:R:1 method="wB97M-V/def2-TZVPD" charge=0 e_lumo_ha=0.0099 homo_lumo_gap_ev=8.75 multiplicity=1 e_above_lowest_kcal_mol=19.1 e_tot_ha=-993.198416
C -1.204 -3.419 -0.116 -0.216
C -1.268 -2.764 1.085 -0.195
C -0.538 -2.997 -1.232 -0.195
C -0.409 -1.678 1.215 -0.290
C 0.306 -1.851 -1.126 -0.298
C 0.349 -1.349 0.135 0.294
C -1.370 1.237 0.505 -1.066
C 0.787 1.957 -1.769 -1.136
C 1.230 3.036 1.174 -1.141
N 1.317 0.289 0.600 -1.165
Si 0.546 1.717 0.112 1.810
I 3.168 -0.332 0.035 0.306
H -1.820 -4.368 -0.142 0.215
H -2.113 -2.974 1.744 0.228
H -0.711 -3.429 -2.220 0.227
H -0.215 -1.041 2.046 0.250
H 0.773 -1.377 -1.923 0.238
H -2.011 2.155 0.531 0.226
H -1.921 0.541 -0.058 0.232
H -1.390 0.959 1.569 0.222
H 1.140 0.943 -1.981 0.228
H -0.138 2.165 -2.365 0.243
H 1.468 2.780 -2.071 0.243
H 1.957 3.622 0.713 0.245
H 0.406 3.662 1.568 0.247
H 1.662 2.516 1.970 0.249

---

(2)
32
Properties=species:S:1:pos:R:3:mulliken_spin:R:1 method="wB97M-V/def2-TZVPD" charge=0 e_lumo_ha="-0.0659 / -0.0870" s2=0.7779 homo_lumo_gap_ev="6.31 / 5.78" multiplicity=2 e_above_lowest_kcal_mol=0.0 e_tot_ha=-3103.534384
Ir -1.171 0.396 1.146 0.429
S -0.793 3.779 4.576 0.005
Sb 0.416 2.098 3.780 -0.003
S -1.020 0.095 3.284 0.327
S 0.158 2.122 1.252 0.177
S 2.432 1.379 4.385 0.008
C -1.759 3.087 -1.916 0.001
P -1.958 1.309 -2.006 0.000
C -3.282 0.952 -3.157 0.000
C -0.443 0.658 -2.707 0.004
O -2.316 0.737 -0.647 -0.019
H -1.502 3.508 -2.888 0.000
H -0.968 3.309 -1.199 0.000
H -2.686 3.533 -1.556 0.000
H -3.075 1.396 -4.131 0.000
H -4.214 1.355 -2.763 0.000
H -3.382 -0.128 -3.264 0.000
H -0.281 1.100 -3.691 0.000
H -0.507 -0.425 -2.795 -0.003
H 0.394 0.905 -2.053 0.002
S -0.417 -1.397 0.147 0.045
C 1.062 -2.022 0.886 0.001
C 1.865 -1.319 1.773 0.013
C 3.009 -1.916 2.283 -0.011
C 3.358 -3.202 1.905 0.016
C 2.560 -3.899 1.005 -0.006
C 1.415 -3.315 0.492 0.010
H 1.625 -0.309 2.069 0.002
H 3.616 -1.354 2.980 -0.001
H 4.250 -3.664 2.307 0.001
H 2.826 -4.904 0.705 0.000
H 0.788 -3.861 -0.202 0.001

---

(3)
24
Properties=species:S:1:pos:R:3:nbo_charge:R:1 method="wB97M-V/def2-TZVPD" charge=+1 e_lumo_ha="-0.2073 / -0.2073" smiles="C#[N+]C(=C)C(=C)CC(C)C" homo_lumo_gap_ev="7.35 / 7.35" multiplicity=1 e_above_lowest_kcal_mol=123.5 e_tot_ha=-405.656019
C 2.160 0.349 3.403 0.428
N 1.716 0.872 2.475 -0.181
C 0.874 1.104 1.435 0.033
C 0.927 2.244 0.684 -0.203
C -0.232 -0.078 1.156 0.004
C -0.416 -1.338 1.778 -0.360
C -0.995 0.150 -0.020 -0.476
C -0.366 0.010 -1.479 -0.171
C -1.456 -0.200 -2.508 -0.594
C 0.567 -1.211 -1.515 -0.626
H 2.207 0.042 4.458 0.312
H 0.258 2.554 -0.100 0.248
H 1.677 2.962 0.789 0.226
H -1.121 -2.167 1.493 0.246
H 0.049 -1.731 2.652 0.194
H -1.960 -0.359 -0.010 0.249
H -1.321 1.277 -0.047 0.211
H 0.271 0.913 -1.661 0.184
H -2.212 0.456 -2.351 0.205
H -1.851 -1.104 -2.334 0.203
H -1.099 -0.175 -3.514 0.225
H 0.138 -1.969 -0.914 0.206
H 1.595 -0.966 -1.371 0.212
H 0.590 -1.634 -2.499 0.223

---

(4)
26
Properties=species:S:1:pos:R:3:mulliken_spin:R:1 method="wB97M-V/def2-TZVPD" charge=0 e_lumo_ha="0.0227 / -0.1237" s2=2.0162 homo_lumo_gap_ev="4.17 / 4.74" multiplicity=3 e_above_lowest_kcal_mol=0.0 e_tot_ha=-535.802165
C 0.051 1.908 -2.315 0.406
C 1.837 1.027 -3.098 0.259
C 0.347 0.768 -1.637 0.390
C -2.578 -1.472 -0.778 0.631
C -1.278 -1.093 -0.982 0.236
C 1.015 1.109 1.433 0.019
C -0.281 -1.089 1.960 0.022
C 0.445 -0.187 0.843 0.005
C -0.518 0.095 -0.376 -0.027
N 1.111 2.067 -3.214 -0.048
N 1.549 0.216 -2.089 0.033
O -1.422 1.093 -0.001 0.018
H -0.551 2.684 -2.098 0.017
H 2.679 0.691 -3.705 0.007
H -2.997 -2.485 -1.145 0.005
H -3.236 -0.827 -0.300 -0.004
H -0.719 -1.815 -1.517 0.013
H 1.787 1.499 0.939 0.002
H 0.210 1.802 1.436 0.000
H 1.095 0.932 2.526 -0.001
H -1.122 -0.733 2.492 -0.013
H 0.512 -1.333 2.644 0.001
H -0.817 -2.034 1.527 0.003
H 1.339 -0.794 0.594 0.027
H 1.934 -0.631 -1.795 0.004
H -2.039 0.668 0.593 -0.004

---

(5)
43
Properties=species:S:1:pos:R:3:nbo_charge:R:1 method="wB97M-V/def2-TZVPD" charge=-2 e_lumo_ha=0.1269 homo_lumo_gap_ev=6.46 multiplicity=1 e_above_lowest_kcal_mol=0.0 e_tot_ha=-11780.643665
Y -12.759 -8.113 -3.516 1.622
C -10.314 -6.242 -2.060 -0.238
C -9.876 -7.348 -1.338 -0.186
C -10.644 -8.090 -0.475 -0.197
C -11.950 -7.684 -0.269 -0.203
C -12.383 -6.530 -0.825 -0.258
C -11.564 -5.790 -1.741 -0.234
H -9.601 -5.763 -2.704 0.266
H -8.794 -7.490 -1.417 0.222
H -10.074 -8.873 0.040 0.230
H -12.568 -8.312 0.349 0.239
H -13.337 -6.141 -0.589 0.233
H -11.878 -4.897 -2.157 0.232
N -15.170 -11.186 -3.302 -0.881
C -16.201 -10.678 -2.462 -0.667
C -17.466 -11.155 -3.164 -0.601
P -16.093 -11.322 -0.749 2.374
O -16.782 -10.430 0.333 -1.037
O -16.693 -12.674 -0.650 -1.131
O -14.563 -11.229 -0.370 -0.998
P -16.047 -8.881 -2.380 2.428
O -16.641 -8.267 -3.675 -0.990
O -14.554 -8.636 -2.349 -1.226
O -16.873 -8.499 -1.210 -1.159
H -15.518 -11.154 -4.190 0.352
H -14.034 -11.770 -1.043 0.526
H -14.290 -10.641 -3.172 0.419
H -17.742 -12.190 -2.999 0.243
H -17.301 -11.154 -4.228 0.190
H -18.415 -10.587 -3.091 0.218
H -16.800 -9.418 -0.008 0.539
H -16.552 -7.314 -3.689 0.512
O -13.754 -10.237 -6.701 -0.529
C -13.664 -9.583 -5.758 0.526
Se -5.388 -1.635 0.191 -0.450
Sb -7.634 -2.948 -0.766 0.721
Se -11.967 -10.496 -3.639 -1.043
Se -7.100 -3.690 -3.073 -0.827
Se -7.535 -0.279 -0.675 -0.434
O -13.881 -5.476 -4.071 -0.488
N -13.379 -5.680 -5.176 0.731
O -12.748 -6.798 -5.318 -0.644
O -13.534 -4.934 -6.115 -0.400

---

(6)
27
Properties=species:S:1:pos:R:3:nbo_charge:R:1 method="wB97M-V/def2-TZVPD" charge=0 e_lumo_ha=0.0105 smiles="O=c1cc[nH]c(=O)[nH]1.C1CCCC1" homo_lumo_gap_ev=10.16 multiplicity=1 e_above_lowest_kcal_mol=19.6 e_tot_ha=-611.333456
O -0.752 -2.671 -1.505 -0.563
C -1.427 -2.027 -0.719 0.640
C -1.962 -2.385 0.556 -0.390
C -2.524 -1.426 1.303 0.071
N -2.620 -0.055 0.935 -0.618
C -2.243 0.364 -0.311 0.777
O -2.484 1.494 -0.778 -0.628
N -1.816 -0.711 -1.059 -0.649
H -1.759 -3.457 0.851 0.259
H -3.036 -1.755 2.275 0.235
H -2.953 0.739 1.539 0.442
H -1.739 -0.390 -1.983 0.425
C 1.648 1.936 0.529 -0.398
C 1.193 0.510 1.110 -0.409
C 1.963 -0.411 0.233 -0.420
C 2.053 0.325 -1.181 -0.414
C 1.409 1.741 -0.955 -0.415
H 1.065 2.776 1.027 0.205
H 2.686 2.186 0.651 0.200
H 0.125 0.400 1.123 0.190
H 1.529 0.337 2.108 0.209
H 1.648 -1.447 0.165 0.218
H 3.020 -0.561 0.551 0.203
H 1.643 -0.179 -2.126 0.211
H 3.046 0.433 -1.562 0.201
H 0.323 1.764 -1.194 0.208
H 1.963 2.470 -1.582 0.209

---

(7)
27
Properties=species:S:1:pos:R:3:nbo_charge:R:1 method="wB97M-V/def2-TZVPD" charge=0 e_lumo_ha=0.0030 smiles="O=c1cc[nH]c(=O)[nH]1.C1CCCC1" homo_lumo_gap_ev=9.35 multiplicity=1 e_above_lowest_kcal_mol=87.6 e_tot_ha=-611.224959
O 1.320 0.845 -4.877 -0.595
C 1.162 0.329 -3.711 0.632
C 2.139 0.587 -2.568 -0.412
C 2.277 -0.673 -1.749 0.078
N 1.276 -1.610 -1.574 -0.651
C -0.034 -1.429 -2.276 0.815
O -1.002 -2.073 -2.071 -0.553
N -0.009 -0.377 -3.262 -0.679
H 3.016 1.261 -2.924 0.259
H 3.186 -0.744 -1.081 0.227
H 1.231 -2.174 -0.652 0.440
H -0.676 -0.628 -4.141 0.439
C -1.354 1.046 1.056 -0.399
C 0.103 1.016 1.449 -0.410
C 0.162 0.275 2.816 -0.426
C -1.134 -0.483 2.791 -0.395
C -2.256 0.521 2.153 -0.395
H -1.440 2.056 0.693 0.213
H -1.476 0.105 0.301 0.190
H 0.209 2.018 1.468 0.207
H 0.690 0.524 0.698 0.198
H 0.013 0.891 3.710 0.206
H 1.068 -0.298 2.951 0.212
H -1.738 -0.872 3.675 0.210
H -1.153 -1.276 2.125 0.181
H -2.407 1.231 3.074 0.185
H -3.172 -0.070 1.925 0.222

---

(8)
27
Properties=species:S:1:pos:R:3:nbo_charge:R:1 method="wB97M-V/def2-TZVPD" charge=0 e_lumo_ha=0.0106 smiles="O=c1cc[nH]c(=O)[nH]1.C1CCCC1" homo_lumo_gap_ev=9.93 multiplicity=1 e_above_lowest_kcal_mol=86.5 e_tot_ha=-611.226694
O 1.556 2.267 -1.153 -0.599
C 1.890 1.148 -0.720 0.634
C 2.390 1.041 0.688 -0.336
C 2.803 -0.139 1.131 0.037
N 2.469 -1.282 0.523 -0.589
C 1.660 -1.266 -0.641 0.796
O 0.963 -2.157 -1.276 -0.603
N 1.859 -0.004 -1.238 -0.635
H 2.586 1.781 1.337 0.228
H 3.152 -0.270 2.091 0.213
H 2.575 -2.195 0.796 0.420
H 1.399 -0.264 -2.128 0.440
C -2.144 -0.989 0.451 -0.399
C -1.341 0.040 1.379 -0.421
C -1.388 1.292 0.598 -0.452
C -1.587 0.908 -0.995 -0.386
C -1.788 -0.601 -1.101 -0.447
H -1.808 -2.039 0.745 0.202
H -3.260 -0.932 0.413 0.201
H -0.433 -0.611 1.611 0.209
H -2.041 -0.125 2.451 0.213
H -0.538 1.910 0.551 0.225
H -2.266 1.888 0.756 0.221
H -0.766 1.234 -1.555 0.208
H -2.579 1.416 -1.372 0.194
H -0.945 -1.194 -1.466 0.217
H -2.418 -0.857 -1.873 0.208

---

(9)
27
Properties=species:S:1:pos:R:3:nbo_charge:R:1 method="wB97M-V/def2-TZVPD" charge=+1 e_lumo_ha=-0.1135 smiles="CN(C[NH2+]NC=O)c1ccccc1" homo_lumo_gap_ev=8.72 multiplicity=1 e_above_lowest_kcal_mol=16.0 e_tot_ha=-590.527080
C -0.439 1.189 2.110 -0.416
N -0.138 0.513 0.800 -0.463
C -0.617 1.107 -0.480 -0.065
N -1.770 0.546 -1.265 -0.363
N -1.953 1.284 -2.483 -0.471
C -3.075 0.849 -3.111 0.495
O -3.673 -0.121 -2.626 -0.585
C 0.922 -0.421 0.793 0.135
C 2.144 -0.012 1.363 -0.246
C 3.166 -0.934 1.499 -0.179
C 2.981 -2.265 1.088 -0.204
C 1.763 -2.650 0.506 -0.184
C 0.747 -1.730 0.252 -0.247
H -0.033 0.527 2.880 0.240
H -0.060 2.201 2.352 0.208
H -1.538 1.213 2.188 0.204
H 0.225 1.050 -1.215 0.229
H -0.906 2.214 -0.330 0.222
H -2.730 0.566 -0.857 0.459
H -1.654 -0.416 -1.637 0.458
H -1.470 2.189 -2.671 0.450
H -3.392 1.351 -4.058 0.198
H 2.201 1.027 1.728 0.225
H 4.099 -0.593 1.936 0.231
H 3.787 -2.991 1.218 0.236
H 1.623 -3.690 0.225 0.230
H -0.213 -2.001 -0.204 0.204

---

(10)
27
Properties=species:S:1:pos:R:3:nbo_charge:R:1 method="wB97M-V/def2-TZVPD" charge=0 e_lumo_ha=0.0286 smiles="CC(C)(C)N1C=CCc2ncnn21" homo_lumo_gap_ev=8.73 multiplicity=1 e_above_lowest_kcal_mol=71.5 e_tot_ha=-570.249627
C 0.837 -0.672 2.248 -0.627
C -0.440 -0.423 1.362 0.197
C -1.053 0.899 1.630 -0.655
C -1.443 -1.584 1.458 -0.618
N 0.010 -0.342 -0.154 -0.295
C 0.960 -1.190 -0.721 -0.010
C 1.771 -0.783 -1.700 -0.265
C 1.819 0.630 -2.215 -0.476
C 0.411 1.148 -2.086 0.345
N -0.370 2.000 -2.739 -0.480
C -1.531 2.051 -2.078 0.133
N -1.551 1.270 -0.985 -0.302
N -0.326 0.759 -0.958 -0.019
H 0.589 -1.198 3.178 0.219
H 1.475 -1.334 1.631 0.212
H 1.489 0.209 2.366 0.220
H -1.596 1.082 0.790 0.258
H -0.200 1.577 1.802 0.203
H -1.558 1.009 2.560 0.221
H -2.391 -1.329 1.154 0.220
H -1.267 -2.497 0.935 0.216
H -1.371 -1.841 2.556 0.204
H 0.967 -2.156 -0.313 0.212
H 2.470 -1.486 -2.279 0.221
H 2.057 0.605 -3.240 0.238
H 2.640 1.194 -1.646 0.227
H -2.401 2.400 -2.557 0.201

---

(11)
30
Properties=species:S:1:pos:R:3:nbo_charge:R:1 method="wB97M-V/def2-TZVPD" charge=0 e_lumo_ha=0.0150 smiles="O=C(O)CSc1nnnn1C1CCCCC1" homo_lumo_gap_ev=9.62 multiplicity=1 e_tot_ha=-1119.037448
O 4.479 0.311 1.023 -0.572
C 3.518 -0.325 0.702 0.800
O 2.724 -0.960 1.563 -0.688
C 3.129 -0.551 -0.745 -0.631
S 1.376 -0.950 -0.975 0.299
C 0.715 0.419 -0.160 0.162
N 1.383 1.379 0.449 -0.346
N 0.465 2.197 0.941 -0.052
N -0.707 1.803 0.675 -0.073
N -0.609 0.672 -0.032 -0.200
C -1.739 -0.100 -0.483 -0.040
C -2.332 -0.878 0.695 -0.406
C -3.544 -1.680 0.233 -0.397
C -4.592 -0.758 -0.382 -0.398
C -3.997 0.017 -1.553 -0.396
C -2.785 0.826 -1.100 -0.408
H 3.000 -0.772 2.474 0.506
H 3.684 -1.406 -1.136 0.260
H 3.379 0.339 -1.322 0.264
H -1.359 -0.802 -1.236 0.213
H -2.629 -0.165 1.468 0.215
H -1.574 -1.543 1.114 0.217
H -3.969 -2.217 1.083 0.216
H -3.228 -2.419 -0.507 0.195
H -5.447 -1.344 -0.722 0.211
H -4.946 -0.055 0.376 0.198
H -4.745 0.690 -1.975 0.216
H -3.695 -0.682 -2.336 0.194
H -3.082 1.562 -0.351 0.224
H -2.349 1.361 -1.946 0.218

---

(12)
31
Properties=species:S:1:pos:R:3:nbo_charge:R:1 method="wB97M-V/def2-TZVPD" charge=0 e_lumo_ha=0.0140 smiles="N[C@@H](Cc1c[nH]cn1)C(=O)N[C@@H](CS)C(=O)O" homo_lumo_gap_ev=9.08 multiplicity=1 e_above_lowest_kcal_mol=20.9 e_tot_ha=-1194.304594
N 1.424 -1.830 -0.756 -0.831
C 0.732 -0.768 -0.063 -0.124
C 1.293 0.552 -0.657 -0.412
C 2.736 0.654 -0.171 0.083
C 3.731 -0.259 -0.467 -0.123
N 4.865 0.224 0.124 -0.502
C 4.530 1.382 0.732 0.142
N 3.226 1.658 0.548 -0.464
C -0.757 -0.711 -0.150 0.654
O -1.439 -1.072 -1.123 -0.623
N -1.439 -0.136 0.896 -0.645
C -2.809 0.220 0.657 -0.179
C -2.852 1.420 -0.360 -0.529
S -4.406 2.363 -0.329 -0.062
C -3.786 -0.919 0.380 0.808
O -4.802 -0.782 -0.260 -0.574
O -3.539 -2.078 1.045 -0.659
H 1.256 -2.770 -0.399 0.371
H 1.083 -1.859 -1.728 0.372
H 1.078 -0.832 1.031 0.208
H 1.196 0.404 -1.771 0.225
H 0.714 1.416 -0.348 0.226
H 3.641 -1.292 -0.830 0.247
H 5.732 -0.250 0.144 0.417
H 5.246 2.030 1.209 0.199
H -0.913 0.364 1.595 0.410
H -3.260 0.585 1.646 0.245
H -2.032 2.079 -0.084 0.218
H -2.666 0.997 -1.360 0.246
H -5.115 1.237 -0.549 0.173
H -2.668 -2.027 1.398 0.483

---

Copy entry 9 word for word.
27
Properties=species:S:1:pos:R:3:nbo_charge:R:1 method="wB97M-V/def2-TZVPD" charge=+1 e_lumo_ha=-0.1135 smiles="CN(C[NH2+]NC=O)c1ccccc1" homo_lumo_gap_ev=8.72 multiplicity=1 e_above_lowest_kcal_mol=16.0 e_tot_ha=-590.527080
C -0.439 1.189 2.110 -0.416
N -0.138 0.513 0.800 -0.463
C -0.617 1.107 -0.480 -0.065
N -1.770 0.546 -1.265 -0.363
N -1.953 1.284 -2.483 -0.471
C -3.075 0.849 -3.111 0.495
O -3.673 -0.121 -2.626 -0.585
C 0.922 -0.421 0.793 0.135
C 2.144 -0.012 1.363 -0.246
C 3.166 -0.934 1.499 -0.179
C 2.981 -2.265 1.088 -0.204
C 1.763 -2.650 0.506 -0.184
C 0.747 -1.730 0.252 -0.247
H -0.033 0.527 2.880 0.240
H -0.060 2.201 2.352 0.208
H -1.538 1.213 2.188 0.204
H 0.225 1.050 -1.215 0.229
H -0.906 2.214 -0.330 0.222
H -2.730 0.566 -0.857 0.459
H -1.654 -0.416 -1.637 0.458
H -1.470 2.189 -2.671 0.450
H -3.392 1.351 -4.058 0.198
H 2.201 1.027 1.728 0.225
H 4.099 -0.593 1.936 0.231
H 3.787 -2.991 1.218 0.236
H 1.623 -3.690 0.225 0.230
H -0.213 -2.001 -0.204 0.204